Entry 1:
Entry from the Open Molecules 2025 dataset: 2 unconnected molecules or ions with the total composition C16H13NO at a distorted geometry (the ωB97M-V functional and the def2-TZVPD basis).

The gap between HOMO and LUMO comes out at 0.2305 Ha. As for the maximum force: 5.10 eV/A. The value obtained for the LUMO energy is -1.94 eV. The charge is 0. The calculation puts the HOMO energy at -0.3019 Eh.

Last column: Mulliken charge in e.
Positions of all 31 atoms, in Å:
O (1.5611, -0.5125, 2.9663)  -0.649
C (0.4718, -0.0947, 2.5677)  0.572
N (-0.5894, 0.3423, 2.1607)  -0.664
C (2.5589, -2.3079, 3.0564)  -0.046
C (3.8594, -1.8296, 2.6095)  0.578
C (4.0434, -1.3094, 1.3010)  -0.226
C (5.3119, -1.1813, 0.7565)  -0.653
C (6.4352, -1.5177, 1.5531)  -0.257
C (6.2811, -1.9051, 2.8949)  -0.681
C (4.9969, -2.0008, 3.4365)  -0.362
C (2.3649, -2.7710, 4.3961)  -0.481
C (1.0881, -2.8181, 4.9326)  -0.110
C (0.7603, -3.3394, 6.2186)  0.721
C (-0.5811, -3.6500, 6.5974)  -0.476
C (-0.8505, -4.2178, 7.8359)  -0.487
C (0.1923, -4.4849, 8.7362)  -0.393
C (1.5132, -4.2039, 8.3766)  -0.631
C (1.7996, -3.6460, 7.1356)  -0.416
H (1.7656, -2.5480, 2.2855)  0.452
H (3.1498, -1.0317, 0.7305)  0.401
H (5.4279, -0.8914, -0.2963)  0.361
H (7.4329, -1.4990, 1.0883)  0.348
H (7.1502, -2.2055, 3.4899)  0.361
H (4.8945, -2.2702, 4.4814)  0.397
H (3.2042, -3.1396, 5.0166)  0.214
H (0.2375, -2.4081, 4.3681)  0.344
H (-1.3813, -3.4525, 5.8746)  0.362
H (-1.8792, -4.4295, 8.1183)  0.368
H (-0.0252, -4.8894, 9.7214)  0.367
H (2.3263, -4.3951, 9.0706)  0.371
H (2.8266, -3.4291, 6.8386)  0.315

---

Entry 2:
Entry from the Open Molecules 2025 dataset: a single C4H7NS2 molecule at a distorted geometry (the ωB97M-V functional and the def2-TZVPD basis).

As for the SMILES: S=CC1(S)CNC1. The gap between HOMO and LUMO comes out at 0.3075 Ha. As for the maximum force: 3.42 eV/A. The value obtained for the LUMO energy is -0.48 eV. As for the energy above the lowest of the compared OMol25 structures with the same formula, charge and spin: 43.8 kcal per mole. The charge is 0. The calculation puts the HOMO energy at -0.3252 Eh.

Last column: Mulliken charge in e.
Positions of all 14 atoms, in Å:
S (1.1293, -2.3218, -0.8047)  -0.199
C (1.1297, -1.0690, 0.2530)  -0.449
C (0.4696, 0.2494, 0.0901)  0.851
S (1.5395, 1.6360, 0.5035)  -0.198
C (-0.9532, 0.1453, 0.7742)  -0.655
N (-1.5664, 0.0895, -0.6254)  -0.427
C (-0.3761, 0.4503, -1.2434)  -0.850
H (1.7169, -1.1972, 1.1929)  0.264
H (1.7448, 1.2550, 1.7740)  0.141
H (-1.1328, -0.7615, 1.3492)  0.322
H (-1.2845, 1.0039, 1.3793)  0.260
H (-1.9172, -0.8122, -0.9075)  0.322
H (-0.1731, -0.1578, -2.1360)  0.321
H (-0.3266, 1.4902, -1.5994)  0.297

---

Entry 3:
Entry from the Open Molecules 2025 dataset: a molecular structure, C11H34FN8O5Sr at a distorted geometry (the ωB97M-V functional and the def2-TZVPD basis).

The gap between HOMO and LUMO comes out at 0.1765 Ha. As for the maximum force: 8.49 eV/A. The value obtained for the LUMO energy is -5.80 eV. As for the energy above the lowest of the compared OMol25 structures with the same formula, charge and spin: 286.2 kcal per mole. The charge is +1. The calculation puts the HOMO energy at -0.3898 Eh.

Last column: Mulliken charge in e.
Positions of all 60 atoms, in Å:
Sr (-17.4327, 14.8202, 22.0320)  1.733
F (-21.2638, 14.4091, 21.6760)  -0.888
C (-17.9341, 9.2296, 24.9507)  -1.269
C (-17.6739, 10.7181, 24.5859)  0.136
C (-16.7626, 11.2935, 25.6679)  -0.984
O (-16.4611, 12.6324, 25.1949)  -0.293
C (-15.4646, 13.2388, 25.9729)  -0.893
N (-17.1666, 10.8824, 23.2679)  -0.557
H (-17.6835, 9.0206, 25.9907)  0.354
H (-17.4385, 8.5005, 24.3096)  0.364
H (-18.9934, 9.0655, 24.7532)  0.354
H (-18.5818, 11.3167, 24.6601)  0.369
H (-15.7844, 10.8452, 25.8417)  0.453
H (-17.2200, 11.4601, 26.6431)  0.459
H (-15.5998, 12.9516, 27.0157)  0.339
H (-15.6873, 14.2899, 26.1567)  0.307
H (-14.4353, 13.1162, 25.6359)  0.327
H (-16.3079, 10.3712, 23.4148)  0.306
H (-17.6716, 10.2459, 22.6680)  0.277
C (-18.5912, 17.7344, 16.5471)  -1.346
C (-18.5037, 16.5070, 17.5365)  0.071
C (-17.7560, 15.2965, 16.8557)  -0.784
O (-17.4773, 14.3380, 17.8736)  -0.237
C (-16.8839, 13.1389, 17.2338)  -0.799
N (-17.7897, 16.9883, 18.7502)  -0.464
H (-18.9002, 18.6940, 16.9615)  0.404
H (-19.2321, 17.5110, 15.6942)  0.344
H (-17.5738, 17.8321, 16.1685)  0.375
H (-19.5107, 16.2393, 17.8565)  0.293
H (-16.7289, 15.5199, 16.5672)  0.377
H (-18.2281, 14.9131, 15.9512)  0.446
H (-16.8492, 12.2849, 17.9103)  0.249
H (-15.8544, 13.4303, 17.0259)  0.360
H (-17.3298, 12.9306, 16.2613)  0.291
H (-18.0529, 17.9524, 18.8965)  0.236
H (-16.8105, 17.0669, 18.5158)  0.267
C (-19.8670, 16.6148, 26.4104)  0.612
O (-19.1554, 16.9371, 25.5089)  -0.669
N (-20.7868, 15.8021, 26.1794)  -0.442
N (-19.7822, 16.9368, 27.6707)  -0.420
H (-20.8622, 15.1729, 26.9659)  0.219
H (-20.9002, 15.3987, 25.2605)  0.238
H (-19.1137, 17.6794, 27.8180)  0.249
H (-20.6055, 16.7678, 28.2308)  0.230
C (-23.7679, 13.3899, 17.6017)  0.660
O (-24.6505, 13.1184, 16.8414)  -0.645
N (-23.9843, 14.2037, 18.5985)  -0.356
N (-22.4797, 13.0247, 17.6384)  -0.308
H (-23.2087, 14.3807, 19.2208)  0.148
H (-24.8916, 14.6468, 18.6225)  0.201
H (-22.0589, 13.6006, 18.3535)  0.129
H (-22.0120, 12.4373, 16.9628)  0.174
C (-23.9865, 10.2830, 22.8193)  0.635
O (-24.5412, 9.2109, 23.0016)  -0.666
N (-24.2906, 11.4513, 23.3872)  -0.361
N (-22.9574, 10.3033, 21.9918)  -0.368
H (-23.7282, 12.2610, 23.1676)  0.176
H (-25.0541, 11.5253, 24.0443)  0.209
H (-22.5909, 9.4806, 21.5346)  0.209
H (-22.6887, 11.2190, 21.6610)  0.168

---

Entry 4:
Entry from the Open Molecules 2025 dataset: a single C12H18O molecule at a distorted geometry (the ωB97M-V functional and the def2-TZVPD basis).

As for the SMILES: C#C/C(C)=C/CC(C)(C)/C=C(/C)O. The gap between HOMO and LUMO comes out at 0.3352 Ha. As for the maximum force: 5.15 eV/A. The value obtained for the LUMO energy is 0.69 eV. As for the energy above the lowest of the compared OMol25 structures with the same formula, charge and spin: 120.9 kcal per mole. The charge is 0. The calculation puts the HOMO energy at -0.3097 Eh.

Last column: Mulliken charge in e.
Positions of all 31 atoms, in Å:
C (-1.8171, 0.4695, 3.5735)  0.066
C (-0.7848, 0.5187, 2.9770)  -1.054
C (0.3810, 0.4022, 2.2507)  0.849
C (1.2610, 1.6539, 2.4250)  -1.343
C (0.5768, -0.6034, 1.3458)  -0.338
C (1.4982, -0.7660, 0.1513)  -1.293
C (0.8505, -0.7767, -1.2397)  2.184
C (1.8849, -0.3956, -2.3543)  -1.751
C (0.2575, -2.1856, -1.4731)  -1.741
C (-0.2087, 0.3505, -1.1324)  -0.838
C (-1.5408, 0.3065, -1.0400)  0.501
C (-2.3774, 1.6029, -0.7987)  -1.162
O (-2.2888, -0.6868, -1.3810)  -0.544
H (-2.8528, 0.7620, 3.6962)  0.349
H (1.1688, 2.0977, 1.4415)  0.271
H (2.2058, 1.3674, 2.7492)  0.350
H (0.7770, 2.2317, 3.3102)  0.381
H (-0.4047, -1.1098, 1.3279)  0.306
H (2.1473, -1.7016, 0.1934)  0.461
H (2.3004, -0.1129, 0.2966)  0.640
H (2.0742, 0.6414, -2.2439)  0.421
H (1.4098, -0.5454, -3.3538)  0.378
H (2.7331, -1.1131, -2.2943)  0.384
H (-0.6334, -2.2935, -0.8793)  0.420
H (1.0186, -2.9895, -1.2398)  0.374
H (0.0152, -2.2829, -2.5692)  0.353
H (0.3215, 1.2705, -0.7744)  0.073
H (-3.1582, 1.3860, -1.5230)  0.427
H (-2.8881, 1.4683, 0.1988)  0.209
H (-1.7417, 2.5417, -0.7494)  0.274
H (-2.1851, -1.5084, -0.8908)  0.394

---

Entry 5:
Entry from the Open Molecules 2025 dataset: 2 unconnected molecules or ions with the total composition C38H55OSi at a distorted geometry (the ωB97M-V functional and the def2-TZVPD basis).

The gap between HOMO and LUMO comes out at 0.2247 Ha. As for the maximum force: 1.73 eV/A. The value obtained for the LUMO energy is -5.53 eV. The charge is +1. The calculation puts the HOMO energy at -0.4279 Eh.

Last column: Mulliken charge in e.
Positions of all 95 atoms, in Å:
C (-6.8985, 4.6973, 14.3349)  -1.260
C (-5.4631, 4.5108, 14.8058)  -0.294
C (-4.8495, 3.2347, 14.2480)  -0.666
C (-3.3978, 3.0114, 14.6485)  -0.803
C (-2.8145, 1.7405, 14.0281)  -0.506
C (-1.3497, 1.5761, 14.4294)  -0.560
Si (-0.5523, -0.0282, 13.8699)  -1.456
C (1.1470, -0.1548, 14.6630)  -0.318
C (1.0458, -0.1419, 16.1958)  -0.581
C (2.4039, -0.2869, 16.8797)  -0.906
C (2.3552, -0.2870, 18.4085)  -0.544
C (3.7410, -0.4518, 19.0151)  -0.334
C (3.7734, -0.4630, 20.5382)  -1.283
C (-1.6410, -1.4566, 14.4430)  -0.536
C (-1.0756, -2.8732, 14.2327)  -0.498
C (-0.7834, -3.6352, 15.5340)  -0.841
C (-2.0165, -3.9617, 16.3774)  -0.391
C (-1.6737, -4.8181, 17.5901)  -0.314
C (-2.8851, -5.1764, 18.4387)  -1.295
H (-0.4374, -0.0613, 12.3089)  0.394
H (-7.3162, 5.6266, 14.7266)  0.388
H (-6.9513, 4.7368, 13.2432)  0.311
H (-7.5331, 3.8735, 14.6742)  0.315
H (-4.8566, 5.3689, 14.4992)  0.330
H (-5.4338, 4.4737, 15.8992)  0.308
H (-5.4409, 2.3746, 14.5919)  0.323
H (-4.9166, 3.2527, 13.1514)  0.305
H (-2.7861, 3.8751, 14.3514)  0.338
H (-3.3290, 2.9379, 15.7439)  0.322
H (-3.4114, 0.8787, 14.3626)  0.259
H (-2.9084, 1.7702, 12.9320)  0.139
H (-0.7532, 2.3966, 13.9997)  0.410
H (-1.2534, 1.6603, 15.5257)  0.462
H (1.6563, -1.0628, 14.3065)  0.452
H (1.7489, 0.6979, 14.3120)  0.541
H (0.5739, 0.7972, 16.5235)  0.211
H (0.3761, -0.9453, 16.5443)  0.084
H (2.8775, -1.2174, 16.5360)  0.354
H (3.0538, 0.5329, 16.5438)  0.323
H (1.9087, 0.6532, 18.7555)  0.337
H (1.7023, -1.0990, 18.7524)  0.288
H (4.1747, -1.3841, 18.6398)  0.314
H (4.3784, 0.3584, 18.6473)  0.313
H (4.8044, -0.5719, 20.8849)  0.379
H (3.3781, 0.4680, 20.9562)  0.322
H (3.1956, -1.2979, 20.9468)  0.318
H (-1.8800, -1.3024, 15.5062)  0.432
H (-2.5909, -1.3464, 13.8944)  0.520
H (-1.8031, -3.4470, 13.6425)  0.432
H (-0.1506, -2.8491, 13.6370)  0.244
H (-0.2673, -4.5759, 15.2903)  0.471
H (-0.0819, -3.0564, 16.1543)  0.006
H (-2.4939, -3.0287, 16.7067)  0.266
H (-2.7570, -4.4866, 15.7575)  0.272
H (-1.1867, -5.7365, 17.2451)  0.306
H (-0.9433, -4.2823, 18.2050)  0.290
H (-2.5766, -5.7749, 19.2990)  0.387
H (-3.3869, -4.2815, 18.8180)  0.324
H (-3.6116, -5.7619, 17.8677)  0.317
C (5.6311, -1.7615, 8.7267)  -0.840
O (5.0218, -0.7370, 9.5445)  -0.417
C (3.6701, -0.6793, 9.6633)  0.763
C (3.1533, 0.3734, 10.4549)  -1.350
C (1.7945, 0.5159, 10.6135)  0.227
C (0.8828, -0.3785, 10.0030)  0.968
C (-0.5473, -0.1283, 10.0619)  -0.117
C (-1.5672, -1.1238, 9.7651)  -0.074
C (-2.7629, -0.4434, 9.3553)  0.273
C (-3.8044, -1.1228, 8.7427)  -0.504
C (-3.6994, -2.5105, 8.5951)  -0.609
C (-2.5771, -3.2016, 9.0787)  -1.040
C (-1.5162, -2.5146, 9.6871)  -0.031
C (-2.5132, 0.9866, 9.4094)  0.217
C (-1.1495, 1.1854, 9.8248)  1.056
C (-0.5865, 2.4520, 9.6969)  -0.255
C (-1.3597, 3.4996, 9.1809)  -1.055
C (-2.6859, 3.2854, 8.7711)  -0.709
C (-3.2695, 2.0150, 8.8732)  -0.646
C (1.4163, -1.4485, 9.2457)  -0.645
C (2.7788, -1.6034, 9.0597)  -0.884
H (6.6969, -1.5403, 8.7894)  0.256
H (5.4230, -2.7615, 9.1289)  0.348
H (5.2861, -1.6930, 7.6872)  0.358
H (3.8610, 1.0579, 10.9205)  0.478
H (1.4183, 1.3211, 11.2417)  0.636
H (-4.6654, -0.5537, 8.3851)  0.417
H (-4.4960, -3.0556, 8.0886)  0.435
H (-2.5168, -4.2824, 8.9577)  0.443
H (-0.6603, -3.0489, 10.0964)  0.734
H (0.4543, 2.6121, 9.9702)  0.393
H (-0.9140, 4.4883, 9.0706)  0.451
H (-3.2612, 4.1057, 8.3513)  0.450
H (-4.2859, 1.8070, 8.5383)  0.432
H (0.7436, -2.1460, 8.7499)  0.671
H (3.1651, -2.4309, 8.4593)  0.446

---

Entry 6:
Entry from the Open Molecules 2025 dataset: a gas-phase ion, C3H8ClN2O (charge +1) at a distorted geometry (the ωB97M-V functional and the def2-TZVPD basis).

As for the SMILES: C[C@H](O)/[NH+]=C(/N)Cl. The gap between HOMO and LUMO comes out at 0.4048 Ha. As for the maximum force: 2.61 eV/A. The value obtained for the LUMO energy is -4.04 eV. As for the energy above the lowest of the compared OMol25 structures with the same formula, charge and spin: 6.3 kcal per mole. The charge is +1. The calculation puts the HOMO energy at -0.5531 Eh.

Last column: Mulliken charge in e.
Positions of all 15 atoms, in Å:
C (0.7487, -1.3211, 0.6618)  -1.076
C (-0.0724, -0.9434, -0.6435)  0.133
O (0.7799, -0.9060, -1.7025)  -0.579
N (-0.5462, 0.4928, -0.5308)  -0.216
C (-1.3838, 1.0742, 0.3486)  0.711
N (-1.7788, 2.3361, 0.2863)  -0.383
Cl (-2.1779, 0.2456, 1.6228)  -0.096
H (1.8666, -1.0318, 0.4979)  0.304
H (0.4149, -0.8685, 1.5862)  0.366
H (0.7752, -2.3696, 0.7530)  0.319
H (-0.9779, -1.5685, -0.9122)  0.343
H (0.5867, -1.4083, -2.5246)  0.365
H (-0.1561, 1.0496, -1.3235)  0.279
H (-1.1946, 3.1355, 0.0504)  0.283
H (-2.6068, 2.4195, 0.9503)  0.249